# 1
C43H50N9TeY | the ωB97M-V functional and the def2-TZVPD basis

```
104
Properties=species:S:1:pos:R:3:forces:R:3
Te 0.6953 -0.6691 -4.2759 0.03 0.29 0.07
Y 0.1416 -0.1721 -0.1590 0.50 0.48 -0.13
N -0.7761 -1.6379 2.8749 -0.02 0.00 -0.02
N -0.4415 -1.8435 1.5897 0.03 -0.04 0.07
N -2.2138 0.4712 1.6665 0.03 -0.01 -0.04
N -3.3545 0.2660 -0.9380 -0.04 -0.03 0.06
N 1.3887 1.6369 -1.6800 -0.04 -0.05 -0.01
N 1.5778 1.9072 1.0776 -0.09 -0.13 -0.07
N 3.1168 -1.3945 8.0882 -0.03 0.02 0.05
N -0.8882 2.2979 -0.3300 -0.02 -0.09 -0.01
N -2.3393 -0.6470 -1.0359 -0.04 -0.01 -0.04
C -0.2996 1.0197 5.3990 -0.01 -0.02 -0.03
C -4.4829 0.5643 2.6015 -0.02 -0.01 0.02
C -1.8732 1.7822 3.7227 0.03 0.05 -0.03
C -1.1999 1.9677 4.9181 0.03 0.01 -0.01
C 3.1650 -4.3514 -1.6596 0.00 -0.02 -0.01
C -1.6933 0.6334 2.9360 0.04 0.01 0.01
C 2.7756 -1.1032 2.6449 -0.07 0.07 -0.02
C -6.4179 0.4634 1.1460 0.04 0.00 0.03
C 0.6338 2.7474 -2.2134 -0.02 -0.01 0.01
C -0.4936 -3.1523 1.3975 0.02 -0.07 -0.05
C 2.4534 -2.3373 4.7496 0.05 -0.09 -0.06
C 0.5982 2.8237 1.6291 -0.03 0.02 -0.02
C 0.8018 0.0002 -6.5212 -0.05 -0.17 -0.02
C 1.0691 -1.1936 -1.8698 -0.27 -0.27 0.21
C 3.0551 -1.3384 6.9327 0.05 -0.05 -0.20
C -0.8813 -3.8122 2.5754 0.01 0.03 -0.04
C -3.7784 0.6343 -2.1718 -0.03 0.05 -0.01
C 2.2165 -5.3734 -1.7480 0.05 0.00 0.01
C -0.8230 2.6450 -1.7518 0.02 -0.04 0.00
C -3.5501 0.4934 1.5272 0.00 -0.05 0.06
C -0.1471 -0.1473 4.6614 -0.01 0.03 0.07
C -1.0499 -2.8039 3.4929 -0.02 0.01 0.04
C 2.6544 -1.0147 1.2738 0.11 -0.05 0.07
C 2.6987 1.8919 -1.1371 -0.01 -0.01 0.04
C -4.1541 0.3874 0.2460 0.03 0.00 -0.11
C 2.6051 2.5379 0.2461 -0.01 0.00 0.00
C 2.8278 -0.6821 -4.4703 0.04 0.02 -0.02
C 0.8850 -4.9950 -1.9130 -0.05 0.05 0.00
C 2.9794 -1.2699 5.5176 0.02 0.01 0.18
C -5.8489 0.5634 2.4135 -0.02 0.00 -0.03
C 0.5168 -3.6624 -1.9741 -0.02 -0.09 -0.06
C 3.3351 -0.0445 3.4566 0.00 -0.03 -0.02
C -7.9075 0.3921 0.9391 -0.01 0.00 0.01
C 2.8039 -3.0202 -1.7288 0.02 0.03 0.09
C 0.5141 1.2506 6.6433 -0.02 0.01 0.01
C -0.3799 3.3372 0.5697 0.00 0.01 0.02
C -3.0460 -0.0494 -3.1030 0.02 -0.08 0.08
C 1.4474 -2.5761 -1.8643 -0.09 0.04 -0.03
C -2.1713 -0.8487 -2.3365 -0.07 0.11 -0.15
C 3.4232 -0.1288 4.8170 0.01 0.04 0.02
C 2.3474 -2.2629 3.3927 0.01 -0.02 0.03
C -0.8500 -0.3459 3.4833 0.01 -0.08 -0.02
C -5.5312 0.3515 0.0834 -0.03 -0.01 -0.01
H 3.1752 0.9113 -1.0621 0.02 0.00 0.00
H -1.3381 -2.8116 4.5302 0.00 0.00 0.00
H -1.2989 1.8361 -2.3116 -0.01 0.01 -0.01
H 1.5066 1.6334 6.3932 0.00 0.00 0.00
H 2.3509 3.5983 0.1378 0.01 0.01 0.00
H 3.5844 2.5056 0.7367 0.01 0.00 -0.01
H 1.9854 1.3406 1.8104 0.01 0.04 0.03
H 3.1993 -0.2350 0.7538 -0.02 0.00 -0.02
H 3.5665 -2.2538 -1.6286 0.01 0.00 0.00
H -5.9269 0.2025 -0.9152 0.00 0.00 0.00
H 0.0294 1.9768 7.2991 0.00 0.00 0.00
H -1.0091 -4.8689 2.7286 0.00 -0.01 0.00
H 1.2185 -0.8009 -7.1406 0.01 0.01 -0.07
H 0.5380 -0.9169 4.9969 -0.06 0.05 -0.01
H 2.4195 -1.8928 0.6820 -0.01 0.00 0.02
H -1.3628 3.5755 -1.9870 0.00 0.01 -0.01
H -1.8204 2.0192 -0.0489 -0.01 0.01 -0.01
H 1.0742 3.6899 -1.8694 0.01 0.00 -0.01
H 1.9433 -3.1022 2.8384 0.01 0.01 0.01
H 1.4145 0.7884 -2.2659 -0.02 0.00 -0.03
H -0.2323 -3.5598 0.4297 0.00 0.00 0.00
H -8.2877 -0.6310 1.0230 0.00 0.00 0.00
H 0.1147 -5.7589 -1.9911 -0.01 0.00 0.00
H -0.5343 -3.4168 -2.0997 0.00 -0.01 0.00
H 0.6508 2.7609 -3.3096 -0.01 0.01 0.00
H -1.2030 3.8430 1.0880 0.01 0.01 0.00
H 2.5037 -6.4166 -1.6893 0.00 -0.01 0.00
H 3.1087 -1.3214 -5.3068 0.02 0.01 -0.01
H -3.0819 0.0329 -4.1746 0.00 0.00 -0.01
H 3.3285 2.5237 -1.7856 0.00 0.00 -0.01
H 3.2381 -1.0622 -3.5387 -0.02 0.00 -0.01
H 4.2137 -4.6056 -1.5274 0.00 0.00 0.00
H 0.0551 2.2904 2.4015 -0.05 -0.03 0.06
H 0.1142 4.1007 -0.0357 -0.01 0.00 0.01
H -4.0956 0.6168 3.6103 -0.02 -0.01 -0.02
H -0.2261 0.2007 -6.8435 0.01 0.00 0.00
H -1.3555 2.8849 5.4783 0.00 0.00 0.00
H -6.4950 0.6254 3.2852 0.00 0.00 0.00
H -4.5681 1.3585 -2.2804 0.00 0.00 0.00
H 1.0628 3.7006 2.1113 0.00 0.00 0.01
H -2.5417 2.5504 3.3488 0.00 0.00 0.00
H 1.3998 0.9085 -6.6546 0.01 0.00 0.06
H 3.7336 0.8349 2.9573 0.01 0.00 0.00
H -8.4371 0.9954 1.6800 0.00 0.00 0.00
H 2.1224 -3.2347 5.2629 -0.01 0.00 -0.01
H 3.8560 0.6929 5.3787 0.00 0.00 -0.01
H 3.1740 0.3353 -4.6561 0.01 0.00 0.00
H -8.1890 0.7617 -0.0491 0.00 0.00 0.00
H 0.6684 0.3273 7.2022 0.01 0.01 0.00
H -1.4039 -1.5247 -2.6734 0.04 0.04 0.05
```
Forces are in eV/Å.

- highest occupied orbital energy (eV) = 0.26
- gap between HOMO and LUMO (Eh) = 0.1368
- total charge = -2
- energy relative to the best compared isomer or geometry (same formula, charge and spin) (eV) = 1.1132
- F_max (hartree/bohr) = 0.014

---

# 2
C43H52BF5N10S4W | the ωB97M-V functional and the def2-TZVPD basis

```
116
Properties=species:S:1:pos:R:3:forces:R:3
W -0.1300 -0.0619 0.2104 0.81 -0.28 -0.16
S 0.2733 -1.5148 -1.7942 -0.20 -0.04 0.00
S -0.4100 2.4182 0.4041 -0.04 -0.37 0.21
S -0.8760 -2.2476 1.0358 0.06 0.37 0.12
S -2.7049 2.1589 1.5641 0.13 -0.04 0.02
F 2.2618 1.8641 1.5430 -0.11 0.04 0.04
F -0.3946 -0.0760 5.8264 -0.02 -0.02 0.02
F 1.8421 1.4513 6.1643 -0.01 -0.01 -0.01
F -1.3373 -0.5894 3.4501 0.17 -0.03 -0.05
F 3.1242 2.4160 3.9562 -0.01 -0.01 -0.01
N -1.9305 -0.2683 -2.5861 0.01 0.07 -0.02
N -3.1618 -1.2407 -0.4946 0.15 -0.07 0.13
N -2.1784 2.0800 -1.4866 -0.07 -0.11 -0.01
N 1.5880 0.7888 -0.9233 0.00 0.08 -0.09
N 0.4916 -3.6180 2.8702 0.06 0.00 -0.01
N -3.3728 2.4181 -2.0030 0.10 0.01 -0.02
N 1.7232 -1.1660 0.7463 0.12 0.07 -0.03
N -3.0238 -0.0574 -3.3640 0.08 0.00 0.03
N -2.6330 -0.0384 -0.0923 -0.02 0.17 -0.05
N 1.7338 -2.1434 1.6945 -0.17 0.05 -0.04
C 1.5240 1.3772 2.5739 0.17 -0.05 0.02
C -2.9228 0.5201 1.1268 -0.62 0.00 0.00
C 2.0279 1.6756 3.8292 -0.02 0.00 -0.01
C -1.0295 -1.2262 -2.8378 0.03 -0.08 -0.11
C 4.1846 -1.2090 0.8894 -0.01 -0.01 0.03
C -3.9125 -1.9143 0.3155 -0.08 0.01 -0.02
C -2.6632 4.6841 -1.8659 -0.01 -0.03 0.07
C -4.1636 -1.4615 1.6425 0.08 0.04 -0.02
C -0.6968 -4.2931 3.3764 -0.02 -0.06 -0.04
C 0.3952 0.6040 2.3227 -0.04 -0.17 0.05
C -0.2010 0.1451 3.4906 -0.18 0.12 0.09
C 2.8772 -0.7149 0.3790 0.02 0.02 -0.08
C -5.0836 4.6610 -3.8998 -0.02 -0.04 -0.03
C -4.5249 -3.2007 -0.2077 0.07 0.00 0.05
C -4.0622 -4.3615 0.6853 -0.03 -0.02 -0.02
C -1.3856 2.9771 -0.9149 0.07 0.20 -0.05
C -3.8920 -0.2058 -6.7264 -0.04 0.00 -0.02
C -1.0424 -3.8600 4.7915 0.02 0.00 -0.01
C -5.0630 4.1378 -2.4576 0.04 0.06 0.03
C -4.0181 0.2581 3.4280 -0.04 0.06 -0.01
C 3.9519 0.8080 -1.2821 -0.05 -0.03 0.03
C 1.4559 1.6405 -1.9523 0.06 -0.03 -0.01
C -3.6499 3.6974 -2.1149 -0.01 0.07 0.03
C 0.2567 0.4074 4.7721 0.04 0.03 -0.06
C -6.0561 2.9963 -2.2874 0.01 -0.08 0.01
C -2.2349 -1.7977 -4.7865 0.00 0.00 0.04
C -0.1520 -3.1020 -4.3123 0.00 0.01 -0.01
C -0.5319 5.3549 -0.6921 0.01 0.00 -0.01
C -5.1809 -1.9036 -5.3950 -0.01 0.01 0.02
C 2.8201 0.3391 -0.6260 -0.03 -0.03 -0.05
C -5.2881 0.5059 -4.7870 -0.02 0.07 -0.02
C 3.8102 1.7296 -2.2985 -0.02 0.01 -0.02
C -5.4613 5.2630 -1.4854 -0.03 0.00 -0.08
C 0.5573 -2.6706 1.9367 0.13 0.06 0.14
C -4.0922 -3.4634 -1.6480 0.02 0.02 0.00
C -3.1767 -0.7924 -4.4273 0.00 -0.04 -0.06
C -3.6812 -0.2690 2.0681 -0.10 -0.05 -0.09
C -6.0527 -3.0664 -0.1425 0.00 0.01 -0.01
C 1.3879 1.1836 4.9528 -0.03 -0.02 -0.09
C 2.5313 2.1358 -2.6557 -0.03 -0.03 0.03
C -1.5271 4.3534 -1.1885 -0.06 -0.07 -0.03
C -1.1603 -2.0434 -4.0064 -0.05 0.06 0.04
C -4.3859 -0.5917 -5.3237 0.00 0.02 0.03
B -1.7969 0.5649 -1.2898 -0.14 0.06 0.07
H 0.4846 5.0750 -0.9701 0.01 -0.01 0.00
H -7.0464 3.3389 -2.5846 -0.02 0.00 0.01
H 0.4498 1.9172 -2.2248 -0.01 0.03 0.00
H -3.3535 -1.0160 -7.2186 0.02 -0.01 0.01
H -5.5485 0.3232 -3.7461 -0.02 -0.04 0.01
H -4.3689 -4.2326 1.7242 0.00 0.01 0.02
H -4.7988 1.4784 -4.8556 0.01 0.01 0.07
H -4.7787 3.8869 -4.6055 -0.01 -0.01 0.00
H -6.1068 2.6718 -1.2467 0.01 0.00 0.03
H -6.5112 -3.9837 -0.5109 0.00 -0.01 -0.01
H -0.7501 6.3384 -1.1010 0.01 0.01 0.00
H -4.2909 -0.5662 4.0834 -0.02 0.00 0.01
H 4.7364 -1.7071 0.0896 0.01 -0.02 -0.01
H -6.4019 -2.2400 -0.7638 -0.01 0.02 -0.01
H -5.7870 2.1394 -2.8915 0.00 -0.04 -0.06
H 4.0401 -1.9093 1.7027 -0.01 0.00 0.00
H 2.3627 2.8253 -3.4696 0.00 0.01 -0.01
H -4.5087 -5.2893 0.3272 0.00 0.00 0.00
H -0.4220 -3.6288 -5.2243 0.00 -0.01 -0.01
H 4.6774 2.1087 -2.8207 0.01 0.01 -0.01
H -0.5622 5.4214 0.3967 -0.01 0.00 0.01
H -5.3801 4.9341 -0.4482 0.00 -0.01 0.02
H -2.9778 -4.4716 0.6514 0.02 0.00 0.00
H -1.1930 -2.7824 4.8415 -0.03 0.03 0.00
H -6.0955 4.9728 -4.1573 -0.01 0.02 0.00
H -4.5735 -2.7492 -5.7179 0.01 -0.01 -0.02
H -4.4304 5.5246 -4.0336 0.04 0.01 0.02
H -2.3956 -2.3785 -5.6842 0.00 0.00 -0.02
H -6.2064 0.5447 -5.3733 0.00 0.01 -0.03
H 4.7870 -0.3676 1.2352 0.01 0.02 0.01
H -1.5185 -4.0846 2.6920 0.01 0.01 0.02
H -5.9924 -1.7915 -6.1139 -0.02 0.00 0.00
H -3.2405 0.6687 -6.6886 0.00 0.02 0.00
H 1.3765 -3.8320 3.3105 -0.02 -0.01 -0.01
H -4.8696 0.9388 3.3619 -0.01 0.01 0.01
H -3.0108 -3.5914 -1.7213 0.02 0.00 0.01
H -2.8634 5.7161 -2.1190 0.01 0.01 -0.02
H -5.6211 -2.1493 -4.4271 0.01 0.00 0.02
H -1.9529 -4.3581 5.1221 -0.02 -0.02 0.01
H -4.3812 -2.6415 -2.3041 -0.01 0.00 -0.02
H -0.5119 -5.3680 3.3330 -0.03 0.02 0.01
H -4.7583 -2.0700 2.3101 -0.01 -0.01 0.01
H -4.5715 -4.3753 -2.0028 -0.01 -0.02 -0.01
H -6.4118 -2.9078 0.8751 0.00 0.01 0.02
H -0.2491 -4.1280 5.4894 0.02 0.01 0.00
H 4.9246 0.4349 -1.0005 0.01 0.00 0.00
H -4.8660 6.1668 -1.6110 -0.01 0.02 -0.01
H -3.1897 0.8049 3.8723 -0.05 -0.03 -0.02
H 0.8404 -2.6669 -4.4390 0.01 0.01 0.01
H -0.0837 -3.8206 -3.4947 -0.01 -0.01 0.02
H -6.5001 5.5356 -1.6694 -0.01 0.00 0.00
H -4.7496 0.0404 -7.3525 -0.01 -0.01 -0.02
```
Forces are in eV/Å.

- highest occupied orbital energy (spin up / spin down) (eV) = -12.86 / -12.89
- 2S+1 = 3
- gap between HOMO and LUMO (spin up / spin down) (Eh) = 0.2447 / 0.2085
- total charge = +2
- energy relative to the best compared isomer or geometry (same formula, charge and spin) (eV) = 1.6117
- F_max (hartree/bohr) = 0.017

---

> What is the formula in the first record?

C43H50N9TeY

---

> Look up the total charge of the first one.

-2

---

> Which value of energy relative to the best compared isomer or geometry (same formula, charge and spin) does entry 2 give?

1.6117 eV